{"formula": "C8H9N2OPS", "method": "the ωB97M-V functional and the def2-TZVPD basis", "species": ["C", "C", "C", "C", "C", "C", "C", "C", "N", "N", "O", "P", "S", "H", "H", "H", "H", "H", "H", "H", "H", "H"], "coordinates": [[-1.825, -2.278, 1.956], [-2.640, -1.955, 0.929], [-0.599, -1.598, 1.936], [-2.592, -0.894, 0.072], [-0.446, -0.483, 1.022], [-1.345, -0.319, -0.005], [1.278, 1.050, 0.249], [2.683, 1.520, 0.466], [0.848, 0.200, 1.163], [0.512, 1.390, -0.838], [-0.769, 0.383, -2.711], [0.791, 0.375, -3.267], [-1.014, 1.189, -1.052], [-2.147, -3.039, 2.594], [-3.529, -2.559, 0.733], [0.212, -1.559, 2.603], [-3.359, -0.617, -0.566], [2.749, 2.582, 0.352], [3.219, 1.045, -0.399], [2.895, 1.125, 1.531], [0.377, 0.373, -4.661], [1.039, -0.893, -3.295]], "largest_force_ev_per_a": 4.6, "lumo_ev": -0.398, "total_energy_ev": -33589.66793, "spin_multiplicity": 1, "charge": 0, "e_above_lowest_kj_mol": 145.75}